Record 1
Computed, not measured: a molecular structure, C16H44BeN4O4 in a non-equilibrium geometry, with ωB97M-V/def2-TZVPD.

Structure (XYZ):
```
69
Properties=species:S:1:pos:R:3:nbo_charge:R:1
Be 0.49999 -0.30819 -1.01135 1.6865
C 0.48799 3.41381 -2.00335 -0.6255
C -0.05801 2.19881 -1.40635 -0.0880
C -1.58001 2.28181 -1.53935 -0.0654
O -1.97601 1.09781 -0.95235 -0.6046
C -3.38001 0.92881 -0.73735 -0.2928
N 0.49699 0.95481 -2.03635 -1.0032
H 0.34199 4.34681 -1.46535 0.2627
H 0.18899 3.56081 -3.00835 0.2226
H 1.59399 3.19881 -2.03035 0.1998
H 0.13399 2.23281 -0.33135 0.2242
H -1.92001 2.45181 -2.59635 0.1895
H -2.02001 3.17081 -0.93135 0.2143
H -4.03701 1.86681 -0.92535 0.2241
H -3.63501 0.61881 0.28165 0.2006
H -3.79901 0.20081 -1.38135 0.1896
H -0.20501 0.92881 -2.73735 0.4139
H 1.29899 1.34581 -2.60235 0.4332
C -0.47201 0.22781 4.00765 -0.6242
C -0.79101 -0.51319 2.66165 -0.0891
C -2.13601 -1.23519 2.71165 -0.0694
O -2.24901 -1.68519 1.35565 -0.6068
C -3.36401 -2.54319 1.24865 -0.2805
N -0.84901 0.51481 1.62365 -0.8920
H -0.05001 -0.57119 4.69465 0.2301
H -1.45001 0.60081 4.32265 0.2218
H 0.37799 0.87681 3.93465 0.2396
H -0.23101 -1.38819 2.38065 0.1893
H -3.05201 -0.54819 2.84265 0.1754
H -2.24301 -2.04919 3.45765 0.2142
H -3.52901 -3.30519 1.97265 0.2076
H -3.21901 -3.14619 0.31965 0.1860
H -4.38701 -2.06119 1.23865 0.1955
H -1.53501 0.16781 0.92565 0.3795
H -1.48701 1.29681 1.95365 0.3825
C -1.70801 -1.58119 -2.91835 -0.6389
C -0.86701 -2.20519 -1.91435 -0.1093
C 0.53099 -2.60419 -2.31335 -0.0673
O 1.26299 -1.43519 -2.10635 -0.6552
C 2.48899 -1.57219 -2.88035 -0.2642
N -0.77301 -1.32519 -0.76835 -1.0466
H -2.21901 -2.40219 -3.51235 0.2558
H -1.23701 -0.98019 -3.76135 0.2176
H -2.53901 -1.08819 -2.54635 0.2219
H -1.38201 -3.10919 -1.71135 0.2184
H 0.58599 -2.92819 -3.37135 0.2198
H 0.89899 -3.39319 -1.68235 0.2002
H 2.99699 -0.60219 -2.98635 0.2091
H 2.25599 -1.81919 -3.93935 0.2109
H 3.11599 -2.35219 -2.53835 0.2158
H -0.85701 -1.97619 0.06865 0.4555
H -1.70401 -0.88319 -0.65935 0.4564
C 3.22799 1.34581 -0.61135 -0.6623
C 2.83199 0.44681 0.49065 -0.0984
C 2.67099 1.22781 1.75065 -0.0661
O 2.34699 0.34981 2.86765 -0.5743
C 2.95299 0.67981 4.09065 -0.2345
N 1.57299 -0.32319 0.31765 -1.0805
H 2.77399 2.34381 -0.68635 0.2207
H 3.31299 1.04381 -1.63835 0.2152
H 4.27399 1.64181 -0.41735 0.2627
H 3.64199 -0.21819 0.76565 0.2169
H 1.83599 1.94281 1.55865 0.1781
H 3.60199 1.76781 2.02865 0.2090
H 2.45399 1.39281 4.73065 0.1819
H 3.88299 1.03781 3.74865 0.1751
H 3.00699 -0.21819 4.61965 0.2018
H 0.93599 -0.10219 1.18165 0.4882
H 2.05799 -1.23119 0.50565 0.4260
```

As for the energy relative to the best compared isomer or geometry (same formula, charge and spin): 0.137 eV. As for the charge: +2. The LUMO energy is -4.8802 eV. The calculation puts the molar mass at 365.56 u. The calculation puts the HOMO energy at -15.260 eV.

Record 2
Computed, not measured: 3 unconnected molecules or ions with the total composition C18H34N5O4 in a non-equilibrium geometry, with ωB97M-V/def2-TZVPD.

Structure (XYZ):
```
61
Properties=species:S:1:pos:R:3:nbo_charge:R:1
C -4.13438 3.09901 -1.69473 -0.6724
C -3.02059 2.25173 -0.92415 -0.0853
O -1.65305 2.55229 -1.27170 -0.5362
C -1.37841 2.40432 -2.67603 -0.0721
C -1.91586 1.05524 -3.34453 -0.5127
C -1.33769 -0.20751 -2.57824 0.1370
C -2.06434 -1.55030 -2.32518 -0.0228
N -1.65995 -2.70847 -1.67692 -0.1394
N -0.45205 -2.69943 -1.12011 -0.2838
C 0.36424 -1.55606 -1.21954 0.2999
C 1.79427 -1.66364 -0.47146 -0.5513
C 2.34960 -0.22930 -0.01849 0.6997
O 3.32534 0.22212 -0.67532 -0.5429
N 1.67450 0.46158 1.07236 -0.5157
C 2.09652 -0.05126 2.42312 -0.4127
C 1.81807 1.94400 1.00048 -0.4664
C 0.10116 -0.22659 -1.93064 -0.2009
H -5.12619 2.52054 -1.56658 0.2265
H -4.34171 4.12950 -1.22474 0.2378
H -3.98179 3.20555 -2.81566 0.2128
H -3.12791 2.52168 0.19187 0.2162
H -3.25679 1.12000 -0.96550 0.1584
H -1.77261 3.32701 -3.23759 0.2110
H -0.23167 2.45871 -2.78787 0.2017
H -1.49102 1.03294 -4.41736 0.2775
H -3.06023 0.99709 -3.35532 0.2526
H -3.12350 -1.60389 -2.76930 0.2434
H -0.12383 -3.54997 -0.62398 0.4642
H 2.55249 -2.26739 -1.08477 0.2885
H 1.61525 -2.26584 0.49538 0.2421
H 1.26531 0.27132 3.15252 0.2201
H 3.08008 0.46353 2.68579 0.2155
H 2.16493 -1.18575 2.36699 0.2009
H 1.69024 2.33664 2.07426 0.2570
H 2.83703 2.31429 0.65529 0.2293
H 0.99101 2.46473 0.39512 0.2113
H 0.82270 0.65042 -1.99986 0.2986
C 3.19916 5.72438 4.52647 -0.7222
C 2.08385 4.96520 3.86116 0.6868
O 2.28805 4.17575 2.94439 -0.6639
N 0.81656 5.17662 4.30655 -0.6094
C 0.37485 6.05878 5.36641 -0.4133
H 4.14783 5.45141 4.06456 0.2488
H 3.04961 6.79857 4.39987 0.2329
H 3.24541 5.47010 5.58744 0.2316
H 0.12247 4.63346 3.81332 0.3974
H -0.13660 5.45882 6.12185 0.2011
H -0.33081 6.77683 4.94369 0.2020
H 1.20111 6.59385 5.82888 0.2176
C -0.20378 -6.18522 -2.83780 -0.7248
C 0.54214 -6.77958 -1.67471 0.6695
O 1.51056 -6.22013 -1.16960 -0.6557
N 0.11278 -7.97143 -1.18455 -0.6053
C -0.99981 -8.77941 -1.63914 -0.4145
H 0.25564 -5.23584 -3.11498 0.2305
H -0.15568 -6.85615 -3.69760 0.2435
H -1.24300 -5.99801 -2.55757 0.2269
H 0.66247 -8.30567 -0.40533 0.4082
H -1.69510 -8.90555 -0.80686 0.2039
H -0.61552 -9.75778 -1.93391 0.2091
H -1.52133 -8.32786 -2.48018 0.2117
```

As for the charge: +1. The LUMO energy is -4.6604 eV. The calculation puts the molar mass at 384.50 u. The calculation puts the HOMO energy at -11.378 eV.

Record 3
Computed, not measured: a molecular structure, C31H54As2BiNOS2Si3, with ωB97M-V/def2-TZVPD.

Structure (XYZ):
```
95
Properties=species:S:1:pos:R:3:lowdin_charge:R:1
Bi 0.89262 0.12493 0.72052 1.4764
C 5.51834 0.67953 0.33006 -0.0267
C 5.90304 -0.61736 0.02773 0.0004
C 4.93138 -1.57411 -0.20346 0.0244
C 3.59189 -1.24616 -0.06684 -0.2237
N 3.23138 0.00002 0.30055 -0.0763
C 4.17622 0.94644 0.44405 -0.1947
C 2.47658 -2.16334 -0.43665 -0.2328
C 2.71594 -3.51426 -0.67190 -0.0191
C 1.71080 -4.33633 -1.16253 -0.0414
C 0.46238 -3.79962 -1.44466 -0.0467
C 0.19493 -2.46838 -1.15423 -0.1800
C 1.18474 -1.64113 -0.63599 -0.3331
H 6.24394 1.47494 0.46495 0.1303
H 6.95549 -0.87553 -0.05868 0.1326
H 5.21461 -2.56930 -0.52323 0.1216
H 3.83060 1.94696 0.63936 0.0480
H 3.69267 -3.93987 -0.46113 0.1166
H 1.90554 -5.39222 -1.32408 0.1223
H -0.31692 -4.41989 -1.88014 0.1228
H -0.79513 -2.08985 -1.36073 -0.0667
C -6.74132 -3.43086 -1.28155 -0.0295
C -5.74176 -2.39503 -0.81031 -0.2474
C -5.27850 -2.42431 0.57958 -0.0154
C -4.39916 -1.54789 1.06855 -0.1628
C -3.74589 -0.55802 0.19001 -0.7923
C -4.27539 -0.45324 -1.21131 -0.4306
C -5.32538 -1.40613 -1.61096 -0.0471
S -3.13565 0.89125 1.17283 0.8818
C -4.39723 2.01845 0.61188 -0.2176
O -1.79082 1.35023 0.65252 -0.7307
H -7.06620 -4.07499 -0.46500 0.0793
H -6.30055 -4.06449 -2.05145 0.0903
H -7.62542 -2.96033 -1.71446 0.0911
H -5.73401 -3.14960 1.24954 0.1271
H -4.15998 -1.52631 2.12564 0.0823
H -4.25760 0.49683 -1.72238 0.0994
H -5.74215 -1.29312 -2.61089 0.1332
H -4.23833 2.24332 -0.44307 0.0553
H -4.35847 2.92414 1.21167 0.0511
H -5.35792 1.51085 0.76500 0.0855
C 3.54487 1.95307 -2.43425 -0.2044
Si 2.21918 3.20898 -2.17428 0.2968
C 0.95198 2.95371 -3.47680 -0.2054
C 2.96514 4.88214 -2.12874 -0.1916
As 1.04252 2.71830 -0.11042 0.7550
Si -0.79336 4.30434 -0.18867 0.3289
C 0.15041 5.88392 -0.46399 -0.1984
C -1.84824 4.59679 1.29095 -0.2067
C -1.77611 3.85491 -1.68301 -0.2101
Si 2.06530 3.45608 2.01048 0.3020
C 3.05284 2.18776 2.96048 -0.2184
C 0.63362 3.86481 3.09581 -0.2041
C 3.21572 4.85378 1.66987 -0.2023
H 3.78082 1.95505 -3.50788 0.0585
H 3.23242 0.93589 -2.16604 0.0295
H 4.46310 2.19822 -1.89052 0.0347
H 1.47310 2.82614 -4.43466 0.0559
H 0.26382 3.79513 -3.57806 0.0228
H 0.36489 2.04747 -3.28644 0.0435
H 3.69518 4.93151 -2.94954 0.0606
H 3.49889 5.07067 -1.18898 0.0249
H 2.23445 5.68217 -2.27487 0.0305
H 1.20094 5.80916 -0.17708 -0.0104
H -0.30329 6.68731 0.13089 0.0555
H 0.11483 6.18532 -1.51934 0.0462
H -1.37776 5.32370 1.95158 0.0274
H -2.09584 3.71115 1.87408 0.0128
H -2.77515 5.05087 0.91609 0.0585
H -1.38671 4.37920 -2.56085 0.0251
H -2.81862 4.16971 -1.55126 0.0450
H -1.75015 2.77697 -1.87943 0.0285
H 2.68341 1.15595 2.92523 0.0043
H 3.00057 2.50803 4.00910 0.0549
H 4.10634 2.17720 2.66998 0.0338
H -0.22703 3.21543 2.89702 0.0254
H 0.31384 4.90443 2.97177 0.0384
H 0.93166 3.72856 4.14214 0.0533
H 4.03444 4.53983 1.00924 0.0340
H 3.65887 5.16219 2.62870 0.0609
H 2.73442 5.73185 1.22765 0.0293
C -2.34305 -3.61911 2.37199 -0.2904
As -1.23000 -2.03866 2.17778 0.9901
C 0.46721 -2.93786 2.56886 -0.3255
C -1.51244 -1.27875 3.95242 -0.3059
S -2.54781 -1.10898 -1.05282 0.9352
H -1.97106 -4.22000 3.19940 0.0395
H -2.32558 -4.20476 1.45466 0.0376
H -3.36876 -3.32053 2.57285 0.0058
H 0.41063 -3.40978 3.54822 0.0371
H 1.31195 -2.24634 2.57243 -0.0075
H 0.65679 -3.70477 1.81363 0.0276
H -1.53879 -2.07832 4.69167 0.0373
H -2.45768 -0.73638 3.98130 0.0136
H -0.70778 -0.58756 4.20226 0.0232
```

As for the charge: +2. The LUMO energy is -5.8893 eV. The calculation puts the molar mass at 964.00 u. The calculation puts the HOMO energy at -12.916 eV.

Record 4
Computed, not measured: a molecular structure, C15H29AsCuOSb2, with ωB97M-V/def2-TZVPD.

Structure (XYZ):
```
49
Properties=species:S:1:pos:R:3:nbo_charge:R:1
Cu 0.17958 0.35932 -0.05966 0.5886
C 3.93825 1.48765 -0.48527 -0.9823
Sb 2.59483 -0.06346 0.02353 1.0468
C 3.30768 -1.61596 -1.23111 -0.9814
C 3.35702 -0.74439 1.90539 -0.7384
C 3.26769 0.30025 2.98394 -0.0747
C 4.16829 1.36599 2.95591 -0.2043
C 4.12225 2.38150 3.89431 -0.2081
C 3.16203 2.33879 4.89440 -0.1990
C 2.28242 1.27239 4.94939 -0.1964
C 2.31716 0.23700 4.01295 -0.0299
C 1.34066 -0.89091 4.15971 -0.7487
Sb -0.33691 -0.72525 2.80512 0.9219
C -1.79275 -1.57972 4.11253 -0.9750
C -0.76482 1.31950 3.23630 -0.9937
H 4.95821 1.10903 -0.44011 0.2387
H 3.82143 2.32334 0.20014 0.2510
H 3.71768 1.82126 -1.49761 0.2449
H 4.38573 -1.70187 -1.10387 0.2414
H 3.08408 -1.38501 -2.27058 0.2417
H 2.83674 -2.55961 -0.96271 0.2403
H 4.39285 -1.02750 1.70843 0.2464
H 2.80810 -1.65294 2.14687 0.2400
H 4.93523 1.38778 2.18995 0.2076
H 4.83735 3.19215 3.85222 0.2236
H 3.10988 3.12079 5.64010 0.2246
H 1.55334 1.22512 5.74988 0.2128
H 0.91919 -0.88313 5.16525 0.2382
H 1.80558 -1.86611 4.01382 0.2324
H -1.70587 -1.10964 5.09136 0.2324
H -1.63472 -2.65246 4.20694 0.2348
H -2.79456 -1.40491 3.72240 0.2303
H -1.00944 1.43636 4.29182 0.2335
H -1.60020 1.65707 2.62501 0.2398
H 0.10971 1.92919 3.00930 0.2375
C -2.17223 -0.09171 -3.07278 -0.9991
As -2.60356 -0.33600 -1.22806 1.9734
C -4.45031 0.05500 -0.96616 -0.9954
C -2.29551 -2.16710 -0.77921 -1.0024
O -1.69007 0.69668 -0.26398 -1.2230
H -2.82479 -0.70118 -3.69622 0.2565
H -1.13524 -0.38194 -3.23173 0.2539
H -2.29968 0.96041 -3.31944 0.2646
H -5.06061 -0.54680 -1.63745 0.2559
H -4.60998 1.11259 -1.16628 0.2662
H -4.71183 -0.16255 0.06735 0.2609
H -2.93230 -2.80755 -1.38830 0.2567
H -2.51676 -2.31210 0.27627 0.2605
H -1.24862 -2.40445 -0.96195 0.2540
```

As for the energy relative to the best compared isomer or geometry (same formula, charge and spin): 0.324 eV. As for the charge: +1. The LUMO energy is -2.4539 eV. The calculation puts the molar mass at 607.38 u. The calculation puts the HOMO energy at -10.585 eV.